Record 1
Formula: C29H32F5N5OPdSb
Source: the OMol25 dataset
Level of theory: wB97M-V/def2-TZVPD

The frontier orbital gap (alpha / beta) is 3.83 / 3.83 eV. For the max |F|, the calculation gives 0.47 eV Å⁻¹. The electronic energy is -63665.6644 eV. Its lowest unoccupied orbital energy (alpha / beta) is -12.0 / -12.0 eV. The calculation puts the energy relative to the best compared isomer or geometry (same formula, charge and spin) at 21.8 kcal/mol.

```
! RIJCOSX wB97M-V def2-TZVPD def2/J DEFGRID3
* xyz 3 1
Pd 0.36 -0.40 0.37
N 4.64 -0.65 0.01
C 3.36 -0.67 -0.29
N 2.41 -0.45 0.60
C 2.76 -0.18 1.94
N 1.85 0.08 2.83
N 0.60 0.07 2.33
C -0.48 0.22 2.99
C -1.72 0.15 2.21
C -2.95 0.46 2.76
C -4.07 0.45 1.94
C -3.93 0.14 0.60
C -2.67 -0.17 0.11
N -1.59 -0.19 0.90
C 4.16 -0.19 2.31
C 4.60 0.03 3.62
C 5.94 0.02 3.90
C 6.88 -0.21 2.89
C 6.47 -0.43 1.58
C 5.11 -0.42 1.31
H 5.32 -0.81 -0.73
H 3.08 -0.87 -1.31
H -0.46 0.40 4.06
H -3.03 0.72 3.80
H -5.05 0.69 2.34
H -4.77 0.14 -0.08
H -2.51 -0.42 -0.93
H 3.86 0.21 4.39
H 6.28 0.19 4.91
H 7.93 -0.22 3.12
H 7.20 -0.61 0.80
F 1.99 6.03 -2.75
C 1.53 4.97 -2.18
C 0.41 5.08 -1.33
F -0.15 6.25 -1.15
C -0.07 3.95 -0.73
F -1.10 4.00 0.06
C 0.55 2.65 -0.94
O 0.05 1.63 -0.42
C 1.71 2.62 -1.80
F 2.28 1.44 -2.00
C 2.18 3.73 -2.41
F 3.23 3.70 -3.21
C 1.40 -5.60 -0.55
C 1.76 -4.13 -0.33
C 2.80 -3.97 0.77
Sb -0.04 -2.99 0.04
C -1.08 -3.65 1.81
C -0.16 -3.59 3.03
C -1.71 -5.03 1.62
C -1.37 -3.06 -1.66
C -0.85 -2.11 -2.74
C -1.59 -4.47 -2.20
H 2.29 -6.13 -0.89
H 0.61 -5.76 -1.28
H 1.09 -6.07 0.39
H 2.13 -3.70 -1.27
H 2.46 -4.42 1.70
H 3.08 -2.94 0.97
H 3.70 -4.52 0.48
H -1.87 -2.90 1.91
H 0.61 -4.36 2.99
H -0.75 -3.79 3.93
H 0.32 -2.62 3.15
H -0.96 -5.81 1.53
H -2.37 -5.07 0.75
H -2.33 -5.25 2.49
H -2.30 -2.67 -1.25
H 0.10 -2.45 -3.15
H -0.73 -1.08 -2.38
H -1.56 -2.08 -3.57
H -0.70 -4.84 -2.71
H -2.39 -4.43 -2.95
H -1.89 -5.18 -1.44
*
```

Record 2
Formula: C27H44N3OP3Yb
Source: the OMol25 dataset
Level of theory: wB97M-V/def2-TZVPD

The frontier orbital gap (alpha / beta) is 7.28 / 4.14 eV. For the max |F|, the calculation gives 2.94 eV Å⁻¹. The electronic energy is -94601.4554 eV. Its lowest unoccupied orbital energy (alpha / beta) is -8.0 / -11.2 eV. The calculation puts the energy relative to the best compared isomer or geometry (same formula, charge and spin) at 0.0 kcal/mol. As for the expectation value of S²: 0.78.

```
! RIJCOSX wB97M-V def2-TZVPD def2/J DEFGRID3
* xyz 3 2
Yb 0.70 -0.63 -0.04
P 0.60 2.16 -0.84
P -0.79 0.65 2.39
P -3.76 0.56 -1.78
H 0.21 -5.36 -5.93
C -0.49 -4.57 -6.23
C -0.09 -3.35 -6.60
H 0.96 -3.05 -6.61
C 2.21 2.76 -1.45
C 0.21 3.54 0.31
C -0.49 2.63 -2.24
C -1.75 -0.90 2.65
C 0.07 0.97 3.99
C -2.18 1.84 2.60
C -4.58 0.46 -3.38
C -4.02 2.12 -0.94
C -4.27 -0.77 -0.69
H -1.56 -4.85 -6.27
H -0.83 -2.62 -6.94
H 2.52 2.16 -2.30
H 2.98 2.67 -0.67
H 2.12 3.81 -1.76
H 0.74 3.38 1.26
H -0.86 3.60 0.55
H 0.54 4.50 -0.11
H -0.61 1.77 -2.91
H -0.02 3.44 -2.83
H -1.49 2.96 -1.94
H -2.46 -0.82 3.49
H -1.07 -1.75 2.80
H -2.34 -1.10 1.73
H -0.44 1.74 4.61
H 1.08 1.36 3.76
H 0.19 0.05 4.58
H -2.96 1.44 3.25
H -2.62 2.02 1.61
H -1.83 2.80 3.00
H -5.44 1.15 -3.42
H -4.91 -0.57 -3.57
H -3.86 0.73 -4.16
H -4.59 2.80 -1.59
H -3.08 2.62 -0.66
H -4.59 1.93 -0.03
H -5.25 -1.14 -1.03
H -4.36 -0.40 0.34
H -3.56 -1.60 -0.70
C -0.94 -1.74 -2.79
C -1.56 -2.98 -2.48
C -2.55 -3.44 -3.33
C -2.90 -2.72 -4.49
C -2.16 -1.59 -4.87
C -1.08 -1.17 -4.09
O -0.37 -1.01 -1.86
H -2.38 0.38 -2.08
H -1.24 -3.50 -1.57
H -3.05 -4.39 -3.11
H -3.73 -3.07 -5.11
H -2.39 -1.10 -5.82
H -0.36 -0.41 -4.37
N 5.60 0.07 9.16
C 5.39 -0.05 8.01
C 5.13 -0.17 6.61
C 5.88 0.59 5.69
C 5.63 0.43 4.32
C 4.54 -0.35 3.92
C 3.75 -1.05 4.83
C 4.08 -1.01 6.19
N 4.16 -0.38 2.56
C 4.98 -0.16 1.44
C 4.13 -0.04 0.38
N 2.83 -0.26 0.80
C 2.88 -0.45 2.12
H 6.70 1.23 6.03
H 6.24 0.96 3.59
H 2.87 -1.61 4.47
H 3.55 -1.67 6.89
H 6.05 -0.12 1.49
H 4.38 0.20 -0.63
H 1.99 -0.55 2.79
*
```

Record 3
Formula: C4H16FN8O4Tl
Source: the OMol25 dataset
Level of theory: wB97M-V/def2-TZVPD

The frontier orbital gap is 8.73 eV. For the max |F|, the calculation gives 19.52 eV Å⁻¹. The electronic energy is -31901.0572 eV. Its lowest unoccupied orbital energy is -6.4 eV. The calculation puts the energy relative to the best compared isomer or geometry (same formula, charge and spin) at 266.0 kcal/mol.

```
! RIJCOSX wB97M-V def2-TZVPD def2/J DEFGRID3
* xyz 2 1
Tl -0.67 0.40 -0.62
F 1.24 1.15 -1.36
C 1.22 -1.70 -1.36
O 0.43 -0.82 -1.00
N 2.03 -1.41 -2.31
N 1.27 -2.91 -0.98
H 1.97 -0.43 -2.54
H 2.74 -2.03 -2.66
H 2.14 -3.43 -1.00
H 0.45 -3.27 -0.51
C -1.41 2.77 -2.04
O -0.75 1.77 -1.68
N -1.04 3.62 -2.81
N -2.61 3.04 -1.53
H -1.67 4.41 -2.90
H -0.06 3.58 -3.05
H -3.04 3.93 -1.72
H -2.89 2.41 -0.79
C -1.42 -0.09 2.06
O -1.37 0.55 0.98
N -2.42 -0.86 2.21
N -0.61 -0.10 3.05
H -2.91 -1.08 1.35
H -2.55 -1.47 3.01
H -0.99 -0.50 3.89
H 0.29 0.36 3.00
C 1.22 -0.65 1.22
O 0.46 0.16 0.73
N 2.37 -0.27 1.82
N 0.99 -1.94 1.34
H 3.08 -0.87 2.19
H 2.62 0.63 1.44
H 1.67 -2.56 1.74
H 0.24 -2.39 0.83
*
```

> Look up the energy relative to the best compared isomer or geometry (same formula, charge and spin) of the third one.

266.0 kcal/mol